P:
The following is a DFT calculation (wB97M-V/def2-TZVPD) of an isolated ion of composition C5H12NO and charge -1.

Structure (XYZ):
```
19
Properties=species:S:1:pos:R:3
C -1.773 1.118 0.886
C -1.186 0.197 -0.206
C 0.274 -0.284 0.007
C 0.372 -1.707 -0.363
N 1.257 0.485 -1.222
C 1.573 1.796 -0.586
O 0.430 0.666 -2.267
H -1.198 0.876 1.665
H -1.585 2.209 0.699
H -2.846 0.791 1.068
H -1.926 -0.484 -0.392
H -0.988 0.550 -1.239
H 0.570 0.000 1.042
H 0.086 -2.374 0.526
H -0.115 -1.918 -1.235
H 1.395 -2.025 -0.441
H 2.640 1.762 -0.531
H 1.421 2.595 -1.345
H 0.896 2.145 0.258
```

Computed properties:
LUMO   4.24 eV
Charge   -1
SMILES   CC[C@@H](C)N(C)[O-]
Highest occupied orbital energy   -0.0601 Eh

***

Q:
The following is a DFT calculation (wB97M-V/def2-TZVPD) of an isolated ion of composition C5H12NO and charge -1.

Structure (XYZ):
```
19
Properties=species:S:1:pos:R:3
C 0.048 2.879 -0.441
C 0.398 1.525 -1.030
C 0.606 0.418 0.035
N 0.282 -0.895 -0.505
C 0.359 -1.953 0.516
C -1.047 -2.557 0.899
O -1.059 -3.298 1.982
H 0.829 3.302 0.183
H -0.126 3.575 -1.264
H -0.843 2.829 0.136
H -0.400 1.218 -1.703
H 1.290 1.611 -1.656
H -0.061 0.674 0.859
H 1.664 0.470 0.288
H -0.673 -0.823 -0.831
H 0.720 -1.540 1.465
H 1.058 -2.732 0.207
H -1.681 -1.621 0.915
H -1.364 -3.082 -0.055
```

Computed properties:
LUMO   3.51 eV
Charge   -1
SMILES   CCCNCC[O-]
Highest occupied orbital energy   -0.0844 Eh

***

Q (301.0 kJ/mol below the next structure)

***

P:
The following is a DFT calculation (wB97M-V/def2-TZVPD) of an isolated ion of composition C5H12NO and charge -1.

Structure (XYZ):
```
19
Properties=species:S:1:pos:R:3
C 1.731 1.390 -0.174
N 0.490 2.028 -0.535
C -0.497 0.914 -1.032
C -1.230 0.106 0.103
C -0.194 -0.802 0.920
C -0.472 -2.340 0.336
O -0.018 -3.270 1.134
H 1.742 0.294 0.107
H 2.155 2.005 0.831
H 2.231 1.538 -1.205
H 0.033 2.383 0.256
H -1.169 1.490 -1.688
H 0.080 0.209 -1.648
H -2.021 -0.584 -0.260
H -1.878 0.560 0.835
H 0.812 -0.512 0.654
H -0.293 -0.678 1.964
H 0.034 -2.325 -0.659
H -1.534 -2.408 0.062
```

Computed properties:
LUMO   3.89 eV
Charge   -1
SMILES   CNCCCC[O-]
Highest occupied orbital energy   -0.0786 Eh

***

Q:
The following is a DFT calculation (wB97M-V/def2-TZVPD) of an isolated ion of composition C5H12NO and charge -1.

Structure (XYZ):
```
19
Properties=species:S:1:pos:R:3
C -1.820 -1.083 1.438
N -1.437 0.154 0.749
C -0.086 0.017 0.113
C -0.108 -0.927 -1.110
C 0.593 1.337 -0.146
C 2.098 1.133 -0.538
O 2.650 0.106 0.130
H -1.916 -2.038 0.913
H -1.082 -1.275 2.226
H -2.736 -0.833 1.980
H -2.038 0.171 -0.067
H 0.593 -0.508 0.791
H 0.756 -0.606 -1.696
H 0.069 -1.970 -0.881
H -0.967 -0.707 -1.757
H 0.675 1.867 0.813
H 0.018 1.999 -0.812
H 2.603 2.115 -0.467
H 2.134 1.048 -1.677
```

Computed properties:
LUMO   3.90 eV
Charge   -1
SMILES   CN[C@@H](C)CC[O-]
Highest occupied orbital energy   -0.0854 Eh

***

R:
The following is a DFT calculation (wB97M-V/def2-TZVPD) of an isolated ion of composition C5H12NO and charge -1.

Structure (XYZ):
```
19
Properties=species:S:1:pos:R:3
C -1.619 -2.087 0.435
C -0.644 -1.084 1.040
C -0.856 0.345 0.503
C -0.069 0.695 -0.770
N 1.371 0.381 -0.733
C 2.171 1.716 -0.825
O 1.764 2.650 -0.020
H -1.776 -1.921 -0.636
H -1.278 -3.122 0.571
H -2.604 -2.020 0.909
H -0.668 -1.101 2.130
H 0.367 -1.354 0.753
H -0.548 1.073 1.255
H -1.914 0.537 0.292
H -0.509 0.138 -1.604
H -0.143 1.773 -0.898
H 1.588 0.147 0.236
H 2.150 1.921 -1.940
H 3.218 1.314 -0.700
```

Computed properties:
LUMO   3.81 eV
Charge   -1
SMILES   CCCCNC[O-]
Highest occupied orbital energy   -0.0940 Eh

***

R (49.9 kJ/mol below the next structure)

***

P:
The following is a DFT calculation (wB97M-V/def2-TZVPD) of a 2-piece molecular cluster, CH4NS overall.

Structure (XYZ):
```
7
Properties=species:S:1:pos:R:3
S 1.413 -1.581 -0.923
H 1.377 -2.124 -2.158
C -0.769 0.808 0.949
N 0.279 0.964 0.257
H -1.604 0.189 0.626
H -1.152 1.667 1.551
H 0.455 0.076 -0.302
```

Computed properties:
LUMO   4.39 eV
Charge   -1
Highest occupied orbital energy   -0.1035 Eh

***

Q:
The following is a DFT calculation (wB97M-V/def2-TZVPD) of a 2-piece molecular cluster, CH4NS overall.

Structure (XYZ):
```
7
Properties=species:S:1:pos:R:3
S -1.689 0.204 0.580
H -1.819 0.007 -0.795
C 1.510 -0.426 -0.989
N 2.253 0.106 -0.038
H 0.749 -1.264 -1.037
H 1.601 -0.173 -2.026
H 1.665 -0.022 0.781
```

Computed properties:
LUMO   4.33 eV
Charge   -1
Highest occupied orbital energy   -0.0958 Eh

***

P (31.6 kJ/mol below the next structure)

***

P:
The following is a DFT calculation (wB97M-V/def2-TZVPD) of the molecule C14H14O5.

Structure (XYZ):
```
33
Properties=species:S:1:pos:R:3
C -2.180 4.425 -4.909
O -2.722 3.896 -3.728
O -1.923 2.828 -3.087
C -2.500 2.197 -2.097
O -3.614 2.405 -1.623
C -1.754 1.006 -1.516
C -1.553 1.187 0.104
O -1.078 -0.163 0.389
C 0.136 -0.044 1.031
C 0.772 -1.189 1.651
C 2.223 -1.095 1.742
C 2.984 -2.249 2.076
C 2.216 -3.488 2.344
C 2.989 -4.782 2.536
C 0.835 -3.361 2.443
C 0.075 -2.195 2.233
C 0.640 1.301 1.042
C -0.402 2.160 0.477
O -0.441 3.389 0.389
H -2.253 3.852 -5.800
H -2.856 5.286 -5.231
H -1.126 4.634 -4.614
H -2.417 0.191 -1.746
H -0.800 0.807 -2.115
H -2.501 1.377 0.729
H 2.842 -0.296 1.344
H 4.128 -2.115 2.048
H 3.821 -4.787 3.260
H 3.410 -4.936 1.528
H 2.233 -5.539 2.770
H 0.246 -4.245 2.642
H -0.977 -2.111 2.200
H 1.546 1.656 1.490
```

Computed properties:
LUMO   -0.30 eV
Charge   0
SMILES   COOC(=O)C[C@H]1OC(c2ccc(C)cc2)=CC1=O
Highest occupied orbital energy   -0.3177 Eh

***

Q:
The following is a DFT calculation (wB97M-V/def2-TZVPD) of the molecule C14H14O5.

Structure (XYZ):
```
33
Properties=species:S:1:pos:R:3
C -3.653 -0.980 -0.428
O -2.732 0.109 -0.429
C -1.411 -0.163 -0.188
C -0.939 -1.206 0.666
C 0.389 -1.371 0.948
C 1.376 -0.535 0.387
O 2.660 -0.767 0.760
C 2.967 -0.262 2.079
C 0.983 0.509 -0.489
C 1.918 1.414 -1.158
O 3.136 1.389 -1.026
C 1.360 2.456 -2.015
C 0.015 2.566 -2.155
C -0.540 3.612 -3.062
O -0.860 1.686 -1.552
C -0.386 0.701 -0.712
C 0.602 -2.549 1.818
C -0.853 -2.879 2.158
O -1.743 -2.073 1.347
H -4.058 -1.166 0.587
H -4.506 -0.790 -1.076
H -3.173 -1.897 -0.812
H 3.737 0.538 2.044
H 3.316 -1.063 2.714
H 2.125 0.192 2.598
H 2.090 3.093 -2.482
H -0.949 3.183 -3.969
H -1.352 4.129 -2.509
H 0.207 4.378 -3.263
H 1.134 -3.369 1.296
H 1.199 -2.317 2.705
H -1.034 -3.950 2.011
H -1.024 -2.619 3.209
```

Computed properties:
LUMO   0.68 eV
Charge   0
SMILES   COc1c2c(c(OC)c3c(=O)cc(C)oc13)CCO2
Highest occupied orbital energy   -0.2973 Eh

***

Q (317.9 kJ/mol below the next structure)

***

P:
The following is a DFT calculation (wB97M-V/def2-TZVPD) of the molecule C5H5FIN.

Structure (XYZ):
```
13
Properties=species:S:1:pos:R:3
C 0.551 1.327 0.062
C 1.642 0.623 0.234
C 0.693 -1.716 0.055
C -0.820 0.680 0.389
C -1.309 -0.473 -0.577
N -0.428 -1.641 -0.420
F 1.359 -2.807 0.197
I 3.675 0.789 -0.117
H 0.449 2.435 0.274
H -0.750 0.404 1.436
H -1.544 1.386 0.511
H -2.348 -0.917 -0.415
H -1.169 -0.089 -1.630
```

Computed properties:
LUMO (alpha / beta)   -0.45 / -0.57 eV
Charge   0
Highest occupied orbital energy (alpha / beta)   -0.3010 / -0.3075 Eh

***

Q:
The following is a DFT calculation (wB97M-V/def2-TZVPD) of the molecule C5H5FIN.

Structure (XYZ):
```
13
Properties=species:S:1:pos:R:3
F -0.399 -1.207 -1.481
C -0.718 -0.885 -0.183
C -1.236 0.496 -0.254
C -0.377 1.488 -0.453
N 0.956 1.247 -0.547
C 1.331 0.232 0.097
I 3.338 -0.129 0.195
C 0.481 -0.811 0.765
H -1.542 -1.546 0.015
H -2.339 0.609 -0.245
H -0.692 2.477 -0.502
H 0.048 -0.319 1.645
H 1.148 -1.652 0.949
```

Computed properties:
LUMO   0.28 eV
Charge   0
SMILES   F[C@@H]1C=CN=C(I)C1
Highest occupied orbital energy   -0.3358 Eh

***

Q (377.8 kJ/mol below the next structure)

***

P:
The following is a DFT calculation (wB97M-V/def2-TZVPD) of a 2-piece molecular cluster, C7H10O overall.

Structure (XYZ):
```
18
Properties=species:S:1:pos:R:3
C -0.440 -0.086 1.693
C -1.648 -0.272 1.080
C -1.954 0.460 -0.081
C -1.083 1.216 -0.786
C 0.122 1.614 -0.095
C 0.340 0.938 1.122
H -0.216 -0.290 2.800
H -2.422 -0.836 1.529
H -2.899 0.216 -0.469
H -1.359 1.694 -1.745
H 0.727 2.265 -0.516
H 1.337 0.901 1.641
C 1.865 -1.445 -0.906
O 0.496 -1.641 -1.172
H 2.505 -2.081 -1.654
H 2.389 -0.538 -1.352
H 2.342 -1.524 0.084
H -0.103 -0.592 -1.172
```

Computed properties:
LUMO   0.80 eV
Charge   0
SMILES   c1ccccc1.CO
Highest occupied orbital energy   -0.3519 Eh

***

Q:
The following is a DFT calculation (wB97M-V/def2-TZVPD) of the molecule C7H10O.

Structure (XYZ):
```
18
Properties=species:S:1:pos:R:3
C 1.755 -0.707 -0.612
C 0.812 -0.345 0.555
C 0.336 1.132 0.408
C -0.972 1.366 -0.153
C -2.023 0.442 -0.285
C -1.344 -0.817 -0.354
O -1.309 -2.017 0.215
C -0.471 -0.988 0.794
H 2.446 -1.590 -0.435
H 1.147 -1.125 -1.542
H 2.516 0.263 -0.776
H 1.577 -0.403 1.275
H 1.261 1.803 -0.081
H 0.258 1.671 1.357
H -1.287 2.379 -0.189
H -2.962 0.720 -0.540
H -0.931 -1.154 -1.384
H -0.807 -0.629 1.746
```

Computed properties:
LUMO   0.93 eV
Charge   0
SMILES   C[C@H]1CC=C[C@@H]2O[C@H]21
Highest occupied orbital energy   -0.3230 Eh

***

R:
The following is a DFT calculation (wB97M-V/def2-TZVPD) of C7H10O as an isolated structure.

Structure (XYZ):
```
18
Properties=species:S:1:pos:R:3
C -1.156 -1.792 0.638
C 0.588 -1.100 -0.180
C 1.057 -0.055 -1.246
C 0.802 1.067 -0.124
C -0.017 2.284 0.011
C -0.676 0.864 -0.024
C -0.322 -0.443 0.791
H -2.221 -1.724 0.152
H -1.298 -2.289 1.704
H 1.250 -1.720 0.405
H 0.156 0.181 -1.946
H 2.111 -0.157 -1.756
H 1.356 0.692 0.913
H -0.293 3.064 -0.685
H 0.390 2.884 0.860
H -1.249 0.765 -1.008
H -0.073 -0.280 1.900
O -0.406 -2.242 -0.405
```

Computed properties:
LUMO   0.97 eV
Charge   0
Highest occupied orbital energy   -0.3212 Eh

***

S:
The following is a DFT calculation (wB97M-V/def2-TZVPD) of the molecule C7H10O.

Structure (XYZ):
```
18
Properties=species:S:1:pos:R:3
C 0.688 -0.615 2.458
C -0.327 0.128 1.942
C -0.734 0.198 0.520
C -1.563 -0.734 0.095
C -0.114 1.234 -0.401
C 0.997 0.450 -1.208
C 0.400 -0.413 -2.288
O 1.133 -1.067 -3.039
H 0.563 -0.815 3.420
H 1.568 -1.015 1.950
H -1.014 0.458 2.770
H -1.784 -0.733 -1.000
H -2.052 -1.547 0.563
H -0.809 1.829 -1.066
H 0.362 2.074 0.173
H 1.760 -0.134 -0.632
H 1.600 1.242 -1.874
H -0.675 -0.540 -2.381
```

Computed properties:
LUMO   0.83 eV
Charge   0
SMILES   C=CC(=C)CCC=O
Highest occupied orbital energy   -0.3567 Eh

***

S (7.3 kJ/mol below the next structure)